# C41H76F15N3O11

A 9-piece molecular cluster, C41H76F15N3O11 overall at a distorted geometry (ωB97M-V/def2-TZVPD, the OMol25 dataset).

Each line ends with the Löwdin charge.
Cartesian coordinates (Å):
1 C 19.933 -23.612 -15.136  -0.0556
2 C 20.733 -22.402 -15.657  -0.2141
3 O 20.176 -21.712 -16.799  -0.0018
4 C 20.739 -22.143 -18.000  -0.2840
5 O 21.855 -22.641 -18.124  0.1427
6 C 19.938 -21.827 -19.289  -0.5694
7 F 19.828 -22.944 -20.032  0.1679
8 F 18.781 -21.284 -18.973  0.1640
9 F 20.540 -20.920 -20.045  0.1758
10 H 20.290 -24.587 -15.467  0.0687
11 H 18.865 -23.684 -15.340  0.0739
12 H 20.086 -23.667 -14.058  0.0750
13 H 21.806 -22.597 -15.660  0.1018
14 H 20.583 -21.692 -14.843  0.1035
15 C 16.058 -22.946 -25.922  -0.0797
16 C 15.274 -23.370 -24.761  -0.2384
17 O 15.663 -22.517 -23.718  0.0264
18 C 16.586 -22.904 -22.817  -0.3396
19 O 17.389 -23.825 -22.968  0.1506
20 C 16.730 -21.919 -21.709  -0.6210
21 F 15.605 -21.125 -21.703  0.1206
22 F 16.839 -22.602 -20.615  0.2190
23 F 17.706 -21.134 -22.003  0.2340
24 H 15.845 -23.575 -26.786  0.0875
25 H 17.124 -23.051 -25.721  0.0854
26 H 15.956 -21.902 -26.218  0.0898
27 H 15.385 -24.427 -24.517  0.1342
28 H 14.230 -23.237 -25.047  0.1289
29 C 14.134 -21.682 -18.697  -0.0531
30 C 12.733 -21.019 -18.522  -0.1548
31 O 12.954 -19.705 -17.896  -0.0052
32 C 11.948 -19.207 -17.101  -0.2575
33 O 10.929 -19.848 -16.656  0.0894
34 C 12.198 -17.701 -16.711  -0.5832
35 F 11.073 -17.167 -16.473  0.2349
36 F 12.909 -17.763 -15.540  0.1204
37 F 12.858 -16.955 -17.604  0.1638
38 H 14.179 -22.688 -19.112  0.0858
39 H 14.703 -21.489 -17.787  0.0768
40 H 14.606 -21.167 -19.533  0.0245
41 H 12.155 -21.729 -17.929  0.1195
42 H 12.342 -20.907 -19.533  0.1248
43 C 16.274 -14.062 -20.035  -0.0393
44 C 14.793 -13.592 -20.065  -0.1703
45 O 14.730 -12.347 -20.792  0.0030
46 C 14.814 -12.360 -22.145  -0.2756
47 O 14.970 -13.437 -22.804  0.0806
48 C 14.934 -10.925 -22.803  -0.5107
49 F 16.239 -10.746 -23.025  0.1576
50 F 14.333 -10.830 -23.993  0.1693
51 F 14.483 -9.943 -21.972  0.1428
52 H 16.381 -14.952 -19.414  0.0419
53 H 16.757 -13.258 -19.481  0.0802
54 H 16.805 -14.122 -20.985  0.0581
55 H 14.358 -13.550 -19.066  0.1216
56 H 14.122 -14.284 -20.574  0.1168
57 C 15.928 -15.116 -10.424  -0.0557
58 C 16.752 -15.170 -11.716  -0.2405
59 O 17.375 -13.961 -11.806  0.0334
60 C 18.347 -13.823 -12.708  -0.3222
61 O 18.608 -14.605 -13.645  0.1234
62 C 19.168 -12.564 -12.514  -0.5496
63 F 20.463 -12.866 -12.570  0.1752
64 F 18.901 -11.644 -13.425  0.1956
65 F 18.957 -12.099 -11.252  0.1425
66 H 15.674 -16.138 -10.145  0.0775
67 H 15.108 -14.399 -10.436  0.0817
68 H 16.457 -14.825 -9.517  0.0772
69 H 16.037 -15.194 -12.538  0.1320
70 H 17.385 -16.057 -11.716  0.1370
71 C 21.183 -15.749 -23.104  -0.1169
72 C 20.234 -15.188 -22.119  -0.2673
73 N 18.887 -15.248 -22.685  -0.1765
74 C 18.681 -14.319 -23.813  -0.2575
75 C 18.877 -12.839 -23.447  -0.0839
76 C 18.423 -16.647 -23.011  -0.2144
77 C 16.929 -16.763 -22.572  -0.0712
78 H 21.131 -15.346 -24.115  0.0738
79 H 21.088 -16.819 -23.290  0.0689
80 H 22.129 -15.577 -22.591  0.0795
81 H 20.381 -15.865 -21.278  0.1105
82 H 20.504 -14.169 -21.842  0.1096
83 H 19.124 -14.552 -24.781  0.1063
84 H 17.618 -14.466 -24.004  0.0947
85 H 19.940 -12.660 -23.614  0.0642
86 H 18.301 -12.209 -24.124  0.0653
87 H 18.635 -12.486 -22.445  0.0712
88 H 19.071 -17.456 -22.676  0.1007
89 H 18.445 -16.854 -24.081  0.1028
90 H 16.855 -16.611 -21.495  0.0402
91 H 16.578 -17.787 -22.703  0.0610
92 H 16.298 -16.000 -23.028  0.0613
93 C 16.892 -15.714 -16.482  -0.0814
94 C 17.248 -17.174 -16.176  -0.2326
95 N 17.450 -17.922 -17.421  -0.2008
96 C 16.252 -17.840 -18.250  -0.2085
97 C 16.200 -18.884 -19.433  -0.0719
98 C 18.689 -17.800 -18.154  -0.1977
99 C 19.953 -17.605 -17.167  -0.0463
100 H 16.767 -15.175 -15.542  0.0498
101 H 15.938 -15.523 -16.974  0.0590
102 H 17.667 -15.092 -16.929  0.0816
103 H 18.118 -17.128 -15.520  0.0968
104 H 16.536 -17.716 -15.553  0.0861
105 H 15.303 -17.918 -17.719  0.1027
106 H 16.398 -16.917 -18.810  0.0749
107 H 16.454 -19.915 -19.188  0.0441
108 H 15.176 -18.946 -19.803  0.0684
109 H 16.906 -18.715 -20.246  0.0515
110 H 18.671 -16.921 -18.798  0.0992
111 H 18.860 -18.623 -18.847  0.0912
112 H 20.874 -17.394 -17.711  0.0650
113 H 20.207 -18.494 -16.590  0.0431
114 H 19.835 -16.731 -16.528  0.0582
115 C 24.311 -20.988 -11.883  -0.0799
116 C 23.218 -21.534 -12.850  -0.2249
117 N 23.558 -21.488 -14.287  -0.2037
118 C 23.710 -20.146 -14.788  -0.2945
119 C 22.521 -19.284 -14.696  -0.0824
120 C 24.737 -22.276 -14.704  -0.2413
121 C 24.699 -23.784 -14.274  -0.0730
122 H 24.063 -21.398 -10.904  0.0673
123 H 24.441 -19.913 -11.762  0.0666
124 H 25.286 -21.431 -12.087  0.0638
125 H 23.041 -22.583 -12.613  0.0997
126 H 22.285 -21.018 -12.623  0.0986
127 H 24.480 -19.758 -14.121  0.1076
128 H 24.087 -20.177 -15.810  0.1259
129 H 21.742 -19.559 -15.407  0.0510
130 H 22.094 -19.165 -13.701  0.0778
131 H 22.926 -18.336 -15.053  0.0851
132 H 25.702 -21.842 -14.442  0.1017
133 H 24.849 -22.191 -15.785  0.1049
134 H 24.908 -23.893 -13.210  0.0588
135 H 25.474 -24.375 -14.763  0.0675
136 H 23.735 -24.251 -14.471  0.0648
137 C 17.056 -20.568 -15.371  -0.0156
138 C 15.728 -21.009 -14.801  -0.4439
139 C 14.736 -19.866 -14.381  -0.0132
140 O 15.408 -22.206 -14.721  0.0263
141 H 17.486 -19.846 -14.676  0.0862
142 H 16.976 -20.162 -16.379  0.0740
143 H 17.724 -21.428 -15.411  0.0632
144 H 13.752 -20.255 -14.120  0.0849
145 H 14.875 -19.011 -15.043  0.0457
146 H 15.150 -19.680 -13.390  0.0807

Gap between HOMO and LUMO (eV): 8.36
Energy relative to the best compared isomer or geometry (same formula, charge and spin) (kcal/mol): 79.1
E_HOMO (eV): -8.046
SMILES string: CCOC(=O)C(F)(F)F.CCOC(=O)C(F)(F)F.CCOC(=O)C(F)(F)F.CCOC(=O)C(F)(F)F.CCOC(=O)C(F)(F)F.CCN(CC)CC.CCN(CC)CC.CCN(CC)CC.CC(C)=O